Computed, not measured: 3 unconnected molecules or ions with the total composition C4H13NO2 in a non-equilibrium geometry, with ωB97M-V/def2-TZVPD.

ORCA input file:
```
! wB97M-V def2-TZVPD RIJCOSX def2/J DEFGRID3
* xyz 0 1
C 1.086 -0.206 -1.764
C 2.053 -0.224 -0.513
C 1.669 1.212 0.082
N 0.316 1.539 -0.309
C 0.148 1.002 -1.654
H 0.480 -1.085 -1.788
H 1.649 -0.289 -2.693
H 3.124 -0.334 -0.550
H 1.698 -1.083 0.100
H 1.798 1.285 1.195
H 2.511 1.878 -0.108
H -0.323 1.173 0.378
H 0.464 1.745 -2.365
H -0.929 0.794 -1.972
O 0.116 -5.391 2.760
H -0.530 -6.096 2.967
H 0.865 -5.459 3.358
O -5.226 3.295 1.291
H -5.900 2.612 1.183
H -5.069 3.630 0.403
*
```

The SMILES is C1CCNC1.O.O. The value obtained for the highest occupied orbital energy is -0.321 Eh. The orbital gap comes out at 0.355 hartree. As for the relative energy (zero: lowest compared OMol25 entry of this formula, charge and spin): 31.51 kcal per mole.